[1]
Entry from OMol25: a molecular structure, C25H28BrEuF13O2SSi in a non-equilibrium geometry (ωB97M-V/def2-TZVPD).

Atoms and positions in Å:
C  6.50527  -1.96750  2.17733
C  5.48487  -0.90858  1.38018
C  6.13807  -0.65972  -0.10250
C  5.69978  0.74011  -0.83317
C  4.14642  1.20086  -0.58703
C  3.01506  0.08095  -0.97402
C  1.63839  0.47285  -0.17007
C  1.64056  0.00497  1.43714
C  0.35764  0.30116  2.40456
C  -0.99812  1.04027  1.75805
C  -0.97988  1.49729  0.16954
C  -2.34911  2.26273  -0.38035
C  -3.17718  1.43230  -1.51777
C  -4.38905  0.47237  -0.96213
F  -5.36055  0.35954  -2.11570
F  -5.19314  1.14739  0.12463
C  -3.95262  -1.06373  -0.60151
F  -3.04901  -1.05856  0.56827
F  -3.13298  -1.64268  -1.73301
C  -5.23950  -2.11868  -0.45575
F  -5.45383  -2.59557  -1.87941
F  -6.51834  -1.45027  -0.11557
C  -4.89672  -3.47606  0.37894
F  -3.46673  -3.94362  0.23233
F  -5.70366  -4.57547  -0.27518
S  -5.32125  -3.51499  2.18084
F  -3.62306  -3.72466  2.54319
F  -5.16261  -1.83781  2.43085
F  -7.01442  -3.46849  1.94348
F  -5.43710  -5.25526  2.06830
F  -5.61782  -3.68262  3.86122
C  0.32938  1.26542  -0.84687
Si  0.44217  1.81454  -2.67220
C  -0.81058  3.13159  -3.27381
C  0.10350  0.20912  -3.75305
C  2.20708  2.49708  -3.20179
C  -2.22869  1.23710  2.81511
O  -3.53053  1.07101  2.60492
C  -1.78854  1.62511  4.38186
C  -0.55866  0.94991  4.96285
Br  -0.03588  1.35857  6.86640
C  0.34572  -0.10349  4.02829
O  1.02759  -1.14079  4.52533
H  7.45289  -1.44258  2.62016
H  6.79298  -2.89435  1.48901
H  5.82958  -2.43558  3.04250
H  5.31023  0.07977  1.98845
H  4.44108  -1.48666  1.34026
H  7.32120  -0.64759  0.05499
H  5.93800  -1.55782  -0.85871
H  6.40044  1.59711  -0.38640
H  5.98392  0.64639  -1.96452
H  4.03919  1.38786  0.58721
H  4.00929  2.24824  -1.08943
H  3.39067  -0.94507  -0.49184
H  2.88747  -0.13440  -2.11463
H  2.57751  -0.52584  1.93532
H  -3.09401  2.54384  0.50991
H  -1.96176  3.32843  -0.75673
H  -2.53153  0.78388  -2.24587
H  -3.70712  2.25229  -2.20593
H  -1.86543  2.69728  -3.62604
H  -0.34961  3.61263  -4.26508
H  -0.94115  4.06070  -2.53537
H  -0.57644  0.45114  -4.68943
H  -0.43012  -0.61724  -3.07685
H  1.14404  -0.19418  -4.10511
H  2.61042  3.27807  -2.42520
H  1.99188  3.10685  -4.20434
H  2.95412  1.63311  -3.46388
H  -2.39527  2.35032  5.07174
Eu  2.68558  -1.16025  -3.52692

Summary:
LUMO level (alpha / beta) (eV): -8.6876 / -8.4898
Maximum force (hartree/bohr): 0.1723
Spin multiplicity: 8
Orbital gap (alpha / beta) (eV): 4.860 / 5.058
Net charge: +2
<S²>: 15.7599

Charges per atom according to Mulliken partitioning, unit e: -1.120 0.064 -0.470 -0.761 -0.182 -0.290 0.267 -0.714 -0.102 0.128 0.238 -0.689 -0.784 0.875 -0.309 -0.266 0.551 -0.190 -0.346 0.515 -0.291 -0.234 0.738 -0.237 -0.251 1.119 -0.329 -0.236 -0.266 -0.308 -0.270 0.907 0.147 -0.885 -0.637 -0.604 0.233 -0.448 -0.441 -0.100 -0.073 0.356 -0.494 0.335 0.282 0.327 0.236 0.023 0.368 0.148 0.350 0.199 0.336 0.172 0.658 -0.489 0.054 0.407 0.281 0.098 0.332 0.241 0.379 0.356 0.426 0.399 -0.239 0.256 0.358 0.070 0.391 1.434

***

[2]
Entry from OMol25: a molecular structure, C25H28Cl5O2Os in a non-equilibrium geometry (ωB97M-V/def2-TZVPD).

Atoms and positions in Å:
O  -0.94740  1.12286  -5.06498
C  -2.19920  0.58778  -5.58324
C  -1.85502  0.89899  -7.03996
H  -3.05165  1.15463  -5.19477
H  -2.29166  -0.47749  -5.35408
C  -0.55704  1.50351  -6.41777
H  -2.51095  1.62489  -7.51786
H  -1.68714  0.01657  -7.65682
C  -0.46039  3.01249  -6.54799
H  -1.40144  3.48672  -6.24504
H  -0.23937  3.29611  -7.58475
H  0.35162  3.38936  -5.91268
C  0.72824  0.81730  -6.84125
H  0.65125  -0.26891  -6.71395
H  1.56658  1.19457  -6.24080
H  0.94409  1.03567  -7.89520
Os  1.33394  -0.96173  2.81332
C  2.57629  -2.59683  3.13763
C  1.23698  -2.92379  3.47212
C  0.42470  -2.76958  2.31003
H  0.89481  -3.24274  4.44440
C  1.27499  -2.35260  1.25736
C  2.59763  -2.23741  1.75847
H  3.46653  -1.95348  1.17977
H  3.42647  -2.60625  3.82206
H  -0.64109  -2.94551  2.23214
H  0.98380  -2.20633  0.22372
C  2.36218  0.81563  4.04705
C  3.06112  0.33048  2.88406
C  2.31196  0.76072  1.71984
H  4.03899  -0.13220  2.87628
C  1.30443  1.67847  2.17713
C  1.34111  1.70172  3.58598
H  0.75326  2.35078  4.23778
H  2.68205  0.66599  5.07865
H  2.62267  0.60731  0.69144
H  0.68087  2.28279  1.51825
O  -0.27300  0.06651  0.10019
C  0.45396  0.28338  -1.13686
C  -0.42961  -0.19575  -2.27839
H  1.41079  -0.26228  -1.09831
H  0.69130  1.35430  -1.22529
C  -1.84672  -0.11187  -1.68404
H  -0.19052  -1.24920  -2.47973
H  -0.30463  0.37728  -3.19530
C  -1.56951  -0.49860  -0.24171
H  -2.57674  -0.75309  -2.18470
H  -2.19599  0.92993  -1.72979
H  -1.51292  -1.59694  -0.15210
H  -2.30523  -0.13945  0.48169
Cl  1.62420  -1.61589  6.47410
C  0.06000  -1.04987  6.02191
C  -0.20845  -0.61573  4.73829
C  -1.38469  0.03410  4.44796
Cl  -1.59929  0.73671  2.86427
C  -2.42297  0.13094  5.40948
Cl  -3.91905  0.84222  5.01241
C  -2.19766  -0.39149  6.70832
Cl  -3.43479  -0.32869  7.87697
C  -0.95284  -0.98722  7.02558
Cl  -0.68989  -1.61975  8.58868

Summary:
LUMO level (alpha / beta) (eV): -2.7550 / -5.9491
Maximum force (hartree/bohr): 0.1693
Spin multiplicity: 5
Orbital gap (alpha / beta) (eV): 6.610 / 5.584
Net charge: +1
<S²>: 6.0218

Charges per atom according to Mulliken partitioning, unit e: -0.424 -0.453 -0.825 0.293 0.261 1.496 0.308 0.302 -1.618 0.375 0.395 0.351 -1.684 0.368 0.357 0.407 0.129 -0.664 -0.535 -0.579 0.823 0.082 -0.683 0.599 0.429 0.483 0.633 -0.785 -0.544 -0.449 0.627 -0.288 -0.500 0.495 0.683 0.671 0.466 0.027 -0.459 -0.397 0.283 0.306 -0.675 0.217 0.188 -0.504 0.411 0.262 0.181 0.362 -0.094 0.483 -0.845 0.821 -0.162 -0.124 -0.169 0.374 -0.158 -0.166 -0.164

***

[3]
Entry from OMol25: a molecular structure, C25H28DyF5O2 in a non-equilibrium geometry (ωB97M-V/def2-TZVPD).

Atoms and positions in Å:
O  0.18692  -0.15225  -5.34964
C  0.00350  1.14718  -6.00536
C  -0.23650  0.55896  -7.38970
H  0.91990  1.75889  -5.94960
H  -0.87616  1.67415  -5.59897
C  -0.01530  -0.78605  -6.64727
H  0.53687  0.81612  -8.12385
H  -1.25599  0.71218  -7.76455
C  1.21905  -1.53066  -7.13106
H  2.09917  -0.87870  -7.17328
H  1.03524  -1.92324  -8.13796
H  1.42268  -2.37878  -6.46947
C  -1.23983  -1.68455  -6.64219
H  -2.13504  -1.13623  -6.32595
H  -1.06913  -2.52853  -5.96497
H  -1.40979  -2.08054  -7.64972
Dy  -0.18542  -0.22465  2.59655
C  -2.34676  -0.92963  3.85101
C  -2.14789  0.45907  4.03676
C  -2.31594  1.10911  2.77737
H  -1.93684  0.94659  4.99018
C  -2.64999  0.10183  1.81142
C  -2.66160  -1.16118  2.47829
H  -2.97721  -2.10664  2.03860
H  -2.36254  -1.67533  4.64675
H  -2.20811  2.17797  2.58460
H  -2.96766  0.27635  0.78292
C  0.80665  -1.97927  4.14062
C  0.01134  -2.75761  3.24938
C  0.55296  -2.62949  1.93610
H  -0.81016  -3.40494  3.53288
C  1.71832  -1.78814  2.02478
C  1.88153  -1.40708  3.39397
H  2.66624  -0.76170  3.77968
H  0.64125  -1.89535  5.21203
H  0.20932  -3.15368  1.05279
H  2.37635  -1.52412  1.19840
O  -0.01838  0.13686  0.45352
C  -0.40269  -0.78335  -0.69113
C  -0.69374  0.14530  -1.86072
H  -1.26118  -1.38909  -0.37306
H  0.44580  -1.45274  -0.86857
C  0.19356  1.36073  -1.59855
H  -1.74720  0.44480  -1.79867
H  -0.50936  -0.31286  -2.83890
C  0.15352  1.53381  -0.09180
H  -0.11630  2.26807  -2.12928
H  1.22396  1.12229  -1.88052
H  -0.70241  2.13150  0.24705
H  1.07138  1.95778  0.31728
F  -0.13705  0.03530  6.27109
C  0.65704  1.02999  5.73227
C  0.78482  1.17700  4.38191
C  1.62600  2.14045  3.88648
F  1.82816  2.21975  2.51650
C  2.34021  2.99467  4.72713
F  3.17958  3.91762  4.19165
C  2.19839  2.85241  6.10318
F  2.87017  3.66218  6.94747
C  1.34827  1.86048  6.61863
F  1.18802  1.68698  7.94552

Summary:
LUMO level (alpha / beta) (eV): 0.2239 / 0.2250
Maximum force (hartree/bohr): 0.0681
Spin multiplicity: 6
Orbital gap (alpha / beta) (eV): 8.199 / 8.302
<S²>: 9.0845

Charges per atom according to Mulliken partitioning, unit e: -0.390 -0.427 -0.850 0.288 0.257 1.569 0.301 0.297 -1.633 0.377 0.385 0.370 -1.683 0.367 0.370 0.403 0.190 -0.522 -0.536 -0.850 0.701 -0.371 -0.660 0.445 0.541 0.574 0.532 -0.587 -0.476 -0.592 0.544 -0.565 -0.641 0.608 0.547 0.555 0.498 0.049 -0.478 -0.489 0.274 0.379 -0.756 0.238 0.275 -0.251 0.419 0.273 0.262 0.271 -0.435 0.142 0.481 0.045 -0.238 -0.073 -0.313 0.602 -0.304 -0.003 -0.304

***

[4]
Entry from OMol25: a single C25H28N2O5 molecule (ωB97M-V/def2-TZVPD).

Atoms and positions in Å:
C  -1.58432  -3.67022  2.02189
C  -1.85504  -2.64030  0.96948
C  -2.70292  -1.55969  1.21909
C  -2.94964  -0.58110  0.23913
C  -2.36626  -0.74238  -1.01980
C  -1.53394  -1.80422  -1.28516
C  -1.26122  -2.74683  -0.29124
O  -0.42426  -3.81194  -0.45336
C  0.20878  -3.99003  -1.70140
H  -0.51572  -4.10511  -2.51551
H  0.77351  -4.92222  -1.60651
C  1.18297  -2.85633  -2.05795
O  1.41206  -2.54305  -3.20592
N  1.75056  -2.28923  -0.97956
H  1.45888  -2.60235  -0.06528
C  2.55679  -1.09422  -1.05046
C  1.78763  0.13230  -0.55572
H  0.92735  0.31133  -1.20333
C  2.68553  1.36983  -0.56300
N  3.86731  1.17535  0.25914
C  4.97525  2.03125  -0.13075
C  6.20488  1.66033  0.69893
O  5.95847  1.80249  2.07746
C  4.86866  1.00192  2.46569
C  3.60710  1.35491  1.67766
H  2.79537  0.69498  1.98605
H  3.31933  2.39781  1.90330
H  4.72063  1.18008  3.53207
H  5.10918  -0.05976  2.30096
H  7.04130  2.32126  0.46645
H  6.48602  0.61990  0.47571
H  5.19231  1.87188  -1.18877
H  4.74072  3.09855  0.02916
H  3.01817  1.54610  -1.58865
H  2.10402  2.25026  -0.23952
H  1.41099  -0.05808  0.45164
H  3.45880  -1.22014  -0.44728
H  2.83937  -0.96595  -2.09707
H  -1.09681  -1.89361  -2.26611
H  -2.58083  -0.02653  -1.79740
C  -3.82422  0.51160  0.58884
C  -4.41727  0.51039  1.80660
C  -4.16747  -0.51969  2.79183
O  -4.66206  -0.57291  3.89074
O  -3.27539  -1.50046  2.44398
H  -5.08186  1.30219  2.11405
C  -4.06166  1.61734  -0.35352
C  -5.36200  1.98224  -0.68844
C  -5.59036  3.03311  -1.55773
C  -4.52482  3.73961  -2.09026
C  -3.22822  3.39219  -1.74910
C  -2.99498  2.33496  -0.88885
H  -1.98385  2.07619  -0.60851
H  -2.39493  3.94720  -2.15410
H  -4.70424  4.56178  -2.76666
H  -6.60280  3.30271  -1.81897
H  -6.19081  1.42587  -0.27615
H  -2.34095  -3.62087  2.79847
H  -0.60928  -3.49864  2.47738
H  -1.57383  -4.66198  1.57633

Summary:
LUMO level (eV): -0.0930
Maximum force (hartree/bohr): 0.0191
Orbital gap (eV): 8.488
SMILES string: Cc1c(OCC(=O)NCCCN2CCOCC2)ccc2c(-c3ccccc3)cc(=O)oc12

Charges per atom according to Mulliken partitioning, unit e: -1.665 0.490 0.408 0.371 -0.685 -1.468 1.094 -0.550 -0.571 0.339 0.371 0.544 -0.670 -0.018 0.262 -0.957 0.071 0.234 -1.380 0.496 -0.626 -0.672 -0.385 -0.756 -0.527 0.301 0.322 0.368 0.328 0.361 0.316 0.417 0.322 0.470 0.389 0.251 0.354 0.281 0.441 0.619 0.742 -0.397 -0.108 -0.646 -0.568 0.572 0.278 -0.460 -0.635 -0.415 -0.732 -0.331 0.700 0.390 0.385 0.382 0.486 0.449 0.271 0.348

***

- Look up the maximum force of the first one.
  0.1723 hartree/bohr

***

- The lowest maximum force belongs to which entry?
  C25H28N2O5